Computed, not measured: one molecule with the formula C10H13N3S, with wB97M-V/def2-TZVPD.

Structure (XYZ):
```
27
Properties=species:S:1:pos:R:3:nbo_charge:R:1
C -2.0527 0.9771 -0.0904 -0.62
C -0.6172 0.3510 0.2069 -0.03
C -0.4096 0.3910 1.7602 -0.64
C -0.6296 -1.1238 -0.2553 -0.62
C 0.5403 1.1110 -0.6186 -0.03
C 0.2812 2.1624 -1.6537 -0.24
C 1.3015 2.3855 -2.4358 -0.37
S 2.6807 1.3418 -2.1222 0.43
C 1.8471 0.6256 -0.7852 -0.05
N 2.4955 -0.4438 -0.2760 -0.05
N 3.5092 -1.0419 -0.8863 -0.22
C 3.8240 -2.1153 -0.1612 -0.10
C 3.0214 -2.0592 1.0214 -0.08
N 2.1415 -1.0330 0.9199 -0.24
H -2.7732 0.3275 0.4691 0.21
H -2.1292 2.0511 0.2021 0.21
H -2.1178 0.8773 -1.2125 0.21
H -1.3987 0.0014 2.0300 0.20
H 0.5904 -0.2021 2.0846 0.26
H -0.2558 1.4334 2.1200 0.21
H -0.9442 -1.6220 0.6552 0.21
H -1.2661 -1.3243 -1.1262 0.21
H 0.4161 -1.3533 -0.6074 0.22
H -0.6573 2.6079 -1.8035 0.22
H 1.2941 3.0365 -3.2434 0.23
H 4.7125 -2.6554 -0.4854 0.23
H 2.8225 -2.7102 1.8950 0.23
```

Its HOMO energy is -8.3 eV. Its frontier orbital gap is 8.674 eV. The calculation puts the relative energy (zero: lowest compared OMol25 entry of this formula, charge and spin) at 80.0 kcal per mole. The spin multiplicity is 1. The electronic energy comes out at -951.2077 Eh.